1.
This record from OMol25 describes a structure of composition C30H24Cl3N13O2S3Zr. The level of theory is wB97M-V/def2-TZVPD.

Calculated values
Frontier orbital gap   0.283 hartree

Geometry as ORCA input:
```
! wB97M-V def2-TZVPD RIJCOSX def2/J DEFGRID3
* xyz 0 1
N 4.0682 0.3098 -0.4592
C -0.9542 3.2069 0.7145
H -4.5553 -1.7164 -1.0913
N 0.6396 0.0232 4.1300
H -3.6961 -1.9784 5.2303
C 0.8444 3.2012 -0.8894
H -0.6407 3.1203 1.7536
C -1.7737 -0.7083 -2.7606
Zr -0.0852 0.1717 -0.1597
C -2.7193 -0.8074 -1.7208
C 0.7020 4.5838 -0.2902
N 2.8641 0.2653 -0.8761
H 0.9391 5.3594 -1.0156
N -3.4240 -3.5100 -6.3284
C -0.6760 -5.2790 2.6965
C -0.6572 -7.4524 3.9820
H -1.4186 4.7569 -0.7047
C -3.8573 -5.2774 4.0670
H -2.6256 -4.2365 1.0681
N -0.7086 0.0773 3.9961
C -3.6929 -2.9175 4.6969
N -6.1115 -3.8629 -3.2681
C 1.0993 0.1464 2.9052
C -3.3697 -4.5195 3.0428
H -3.5817 -5.7146 1.2599
Cl -4.1313 -6.9719 4.0448
S -0.2899 0.2562 -2.6660
C -4.0319 -2.3416 -3.0652
C -5.1864 -3.1851 -3.1920
C -3.1032 -2.2251 -4.1088
S -4.2120 -4.3557 5.4635
C -0.3643 -8.2058 5.1060
C -0.0214 -3.0264 -1.0766
H -2.9084 -2.3669 2.7734
H -1.1469 -7.9124 3.1337
S -2.5984 0.0524 -0.1799
H 0.4855 3.1474 -1.9165
H 0.3375 -2.3489 2.0488
N 0.3643 -4.0758 0.8056
C -0.7613 4.6000 0.1516
C -2.8560 -5.0647 1.7473
H 0.7911 -6.0394 1.3116
H 1.8408 2.7728 -0.8269
H 0.2109 -5.2372 -0.9935
C -3.2818 -2.9371 -5.3421
C 0.5698 -5.1067 1.8258
C 0.2368 -5.5110 5.0369
C 2.8678 0.2143 1.2722
H 1.3663 4.6971 0.5676
N 2.4266 0.1560 2.5688
C -3.2750 -3.1496 3.4249
H -1.9542 2.8023 0.5967
O -1.6994 -5.8851 1.9388
H 1.4309 -4.8301 2.4324
Cl 0.5989 -8.5158 7.6117
C 0.2314 -7.5879 6.1931
N 0.0278 -2.0898 -0.0622
C -3.8322 -1.6320 -1.8925
C -0.3596 -6.0964 3.9246
H -0.1746 -2.7381 -2.1013
H -0.9758 5.3635 0.8965
N 0.0996 0.2626 2.0109
H 0.9919 -5.7595 7.0318
N 2.0366 0.2036 0.2203
C -1.9890 -1.4179 -3.9433
O -0.0479 2.3665 -0.0774
N 4.1224 0.2771 0.8959
H -0.6002 -9.2604 5.1467
C 0.2484 -2.7684 1.0582
H -1.2689 -1.3369 -4.7469
C 0.1740 -4.2598 -0.5439
H 3.1075 0.1219 3.3073
C 0.5368 -6.2386 6.1764
Cl 0.6109 -3.8066 5.0366
H -0.9943 -4.2913 3.0375
N -1.0455 0.2150 2.7755
*
```



2.
This record from OMol25 describes a structure of composition C30H24FeIN3PS2. The level of theory is wB97M-V/def2-TZVPD.

Calculated values
Frontier orbital gap (alpha / beta)   0.269 / 0.229 hartree

Geometry as ORCA input:
```
! wB97M-V def2-TZVPD RIJCOSX def2/J DEFGRID3
* xyz 2 6
C -1.8015 -4.6340 -0.7684
H -0.5714 4.8619 -1.6964
H -2.0733 0.9691 -4.3533
H -2.8719 6.6788 0.7692
C -2.2095 3.3463 0.9491
C -5.9830 2.1506 2.5904
C -1.1165 4.1279 -3.6129
C 1.1385 2.2106 1.9681
C -0.8994 3.9939 -2.2503
C -5.7409 3.4337 2.2031
P -0.8845 2.3471 0.1429
C 0.6463 2.9791 0.9098
C 1.3154 4.1483 0.5556
H 2.5864 2.0397 3.5391
C -1.7482 1.8195 -3.7690
C -2.6521 -2.4102 -0.6526
S 2.0587 1.4545 -2.1722
C -4.9304 1.2248 2.5707
C -4.4720 3.8291 1.7207
C -3.4089 2.8758 1.5674
C -1.1002 2.7654 -1.6272
H -1.7287 0.7237 -1.9405
C 2.7038 0.5933 -0.8666
H -5.0870 5.8808 1.5233
H -6.5190 4.1832 2.2656
N 1.0871 -0.9252 -0.2496
C -2.0429 4.6943 0.7166
H -0.9578 5.0889 -4.0835
C -2.8866 -3.7735 -0.7176
C -3.7040 1.5899 2.0909
C 0.9531 -2.1141 -0.6954
H 5.3673 -0.6218 -1.3355
S 4.2714 1.3959 -0.6115
H -6.9547 1.8404 2.9469
C -0.5228 -4.0993 -0.7883
H 1.8014 -2.6758 -1.0765
H 1.0193 4.7144 -0.3178
C -4.2643 5.1884 1.4004
I -2.2218 0.0736 2.4652
H -1.7003 3.1660 -5.4382
C -3.0513 5.6310 0.9650
H 0.3524 -4.7337 -0.8264
H 0.6866 1.2550 2.2146
C 5.3103 0.3988 -1.7054
C 2.4007 4.5745 1.3045
H -3.8987 -4.1509 -0.7303
Fe -0.7979 0.0142 0.3026
C 2.8407 3.8400 2.3964
H 2.9118 5.4880 1.0310
C 2.2237 2.6389 2.7151
H 4.9071 0.4252 -2.7147
N 2.3136 -0.3798 -0.1559
H -5.0929 0.2323 2.9691
H 6.2943 0.8613 -1.6925
C -1.5323 3.0464 -4.3767
H -1.9554 -5.7043 -0.7791
N -1.4254 -1.8875 -0.6339
H -1.1042 5.0408 0.3102
C -0.3693 -2.7230 -0.7119
H -3.4784 -1.7100 -0.6283
C -1.5387 1.6860 -2.4072
H 3.6687 4.1965 2.9936
*
```



3.
This record from OMol25 describes a structure of composition C30H24N4O2S3Ti. The level of theory is wB97M-V/def2-TZVPD.

Calculated values
Frontier orbital gap   0.247 hartree

Geometry as ORCA input:
```
! wB97M-V def2-TZVPD RIJCOSX def2/J DEFGRID3
* xyz 0 1
N 1.3439 2.8762 0.6123
H -2.4272 -2.9065 -1.5653
C -0.1554 5.8209 3.1760
S 1.2998 0.4403 -0.4749
C -2.4666 0.2458 1.1967
C -1.8054 1.5135 1.6263
H -1.6679 1.0482 -3.9663
C 0.3044 -2.7180 -2.0229
H 0.5240 7.4810 4.3510
C -2.0635 4.3294 -3.3008
C -3.7554 -1.5937 1.0450
H -4.1617 -2.8970 -1.2853
C 1.9460 6.9365 2.8410
C 1.3263 5.1057 1.4377
H -2.2964 2.3811 1.1806
H 2.0564 -5.4747 1.4648
H 1.1380 -4.3592 -3.1194
C 1.1920 -3.9422 2.6709
C 2.0093 4.5496 -0.8866
H -2.3956 3.1118 -5.0346
C -1.2447 1.9453 -2.0426
N 0.0612 -2.1078 -0.8862
C 1.5589 2.1694 -0.4381
N 1.6104 4.1979 0.3695
H -3.4325 -1.6443 -2.2844
H -0.7427 1.5579 1.3696
H -0.5611 4.1806 1.8428
C -3.2884 -2.2556 -1.3917
O -0.8607 -0.8823 -2.9377
C -3.1406 -1.4266 -0.1567
C -2.0783 3.1349 -3.9997
C 1.4107 -4.5378 -0.9878
H -2.3628 5.2495 -3.7862
H -0.4687 -1.2002 1.5304
C 0.0984 -2.1200 1.5197
C 1.1339 -3.9408 0.2619
S 2.2928 6.0480 -1.5031
H 1.9493 -5.4772 -1.0156
H 1.4794 -4.4016 3.6071
H 2.6564 7.7028 3.1209
H -0.9325 3.2167 -0.3287
C 0.1297 4.9645 2.1244
C 0.4347 -2.7116 0.2813
S 2.1348 3.0723 -1.8027
Ti -0.8687 0.0400 -1.3326
C 1.5146 -4.5374 1.4878
N -2.3160 -0.2934 -0.0883
C 0.4683 -2.7283 2.6829
C -1.6663 1.9583 -3.3812
C -1.6512 4.3437 -1.9731
H -1.8828 1.6077 2.7093
H -3.6331 -0.3603 2.9232
C -1.2583 3.1679 -1.3584
H 0.2007 -2.2767 3.6290
C 2.2437 6.0816 1.7912
C -0.2443 -2.0231 -3.2430
C -3.3227 -0.5384 1.9054
H -4.4583 -2.3773 1.2813
O -0.1568 -2.4744 -4.3478
H -1.0877 5.7152 3.7148
C 0.7495 6.8105 3.5323
H 3.1706 6.1723 1.2449
H -1.6227 5.2744 -1.4196
C 0.9812 -3.9404 -2.1362
*
```



4.
This record from OMol25 describes a structure of composition C30H24N4O3SSc. The level of theory is wB97M-V/def2-TZVPD.

Calculated values
Frontier orbital gap   0.248 hartree

Geometry as ORCA input:
```
! wB97M-V def2-TZVPD RIJCOSX def2/J DEFGRID3
* xyz 1 1
H 6.2043 -1.4125 2.2289
H 2.9144 1.4427 -3.4853
H -3.9457 -4.3791 5.4893
C -3.6963 -2.2100 -3.5999
H -1.6789 -0.8665 6.4801
H 1.4104 1.9030 0.9689
H 2.4260 2.9149 -0.0971
N -2.0709 -0.9959 -2.3216
H -4.5252 -2.9043 -3.6069
C -2.1309 -1.1246 4.4165
C 5.0362 -0.9252 3.9608
C -2.7343 -1.5967 2.0325
O -2.1158 -0.4979 1.6301
H -1.7375 -0.3039 -5.5855
C 1.6789 -1.1536 1.4356
H -4.4321 -3.0572 -1.0509
N -3.2856 -2.4146 1.1562
C 0.1748 3.3585 -2.8604
C -3.4091 -3.1052 3.8637
C 2.1647 2.2123 -3.6244
C -2.1695 -1.5040 5.7571
H -0.6201 3.4708 -2.1336
H 2.9926 2.9097 -5.4667
S 1.1557 1.3219 -1.2802
H 4.2306 -1.5575 0.7347
C 6.1815 -0.8361 4.8241
C 1.2365 4.0214 -4.9322
C -3.1056 -1.8613 -2.3989
C 3.7606 -0.7020 4.4752
H -2.8378 -2.9367 7.1813
C -3.4423 -3.4719 5.1870
C 0.6953 -1.2291 0.7187
H 3.6397 -0.4695 5.5242
H -3.6507 -1.9126 -5.7268
H -1.5172 0.1413 3.1592
H -0.8010 0.2365 -3.3666
C 2.8285 -1.0851 2.2885
H 0.4964 5.6492 -6.1313
C 0.2218 4.1641 -3.9829
C -3.5810 -2.3867 -1.1185
C 1.1544 2.3884 -2.6888
O -0.3357 0.9478 -1.1097
O -1.4626 0.0089 4.1209
H 0.6697 3.2529 0.0283
H -0.5362 4.9235 -4.1266
C 1.4367 2.4812 0.0456
C 5.2096 -1.2335 2.6127
C -2.8174 -2.6589 6.1355
C -2.7610 -1.9284 3.4504
N 7.0992 -0.7594 5.5106
H 2.2460 5.4247 -6.2013
N -2.9451 -1.9884 -0.0901
H 1.1876 4.3131 -7.0560
C -3.2083 -1.6554 -4.7740
C 2.6604 -0.7825 3.6429
C -1.6176 -0.4668 -3.4582
H -3.8840 -3.7177 3.1109
H 1.6639 -0.6173 4.0312
C -2.1514 -0.7665 -4.7013
Sc -1.1707 -0.6415 -0.1247
C 4.1092 -1.3114 1.7808
C 1.2893 4.9044 -6.1450
C 2.2026 3.0362 -4.7371
*
```



| no. | M (g/mol) | E (Eh) |
| --- | --- | --- |
| 1 | 892.395 | -4642.2310 |
| 2 | 704.400 | -4020.4289 |
| 3 | 616.616 | -3571.2465 |
| 4 | 565.570 | -2761.1083 |